Record 1
The following is a DFT calculation (ωB97M-V/def2-TZVPD) of C30H54Cl30INO5PS as an isolated structure in a non-equilibrium geometry.

Kohn-Sham gap: 0.270 hartree
E_LUMO: -4.176 eV
electronic energy: -16449.1158 hartree
net charge: +1
largest force on an atom: 3.14 eV/Å

CARTESIAN COORDINATES (ANGSTROEM)
C  0.92530  -1.47661  1.80688
O  0.89342  -2.19139  0.55458
C  1.17992  -1.27453  -0.48934
C  1.21429  -1.97803  -1.86641
C  0.33136  -1.26532  -2.94272
N  0.87319  0.06980  -3.29253
C  1.97340  0.11688  -4.10437
P  2.78502  -1.43072  -4.81479
O  1.67157  -2.18607  -5.76458
Cl  4.23567  -0.78775  -6.17307
C  2.55267  1.31607  -4.43269
C  2.02843  2.53534  -3.95018
C  2.67875  3.88101  -4.26932
C  3.96630  3.99948  -3.37790
C  3.72048  3.59253  -1.91767
I  4.51519  6.09339  -3.36606
C  0.87596  2.45016  -3.15906
O  0.28933  3.60361  -2.68371
C  0.31642  1.20932  -2.83680
C  -0.93252  1.23546  -1.96041
C  -2.19258  1.56150  -2.84586
C  -3.39554  1.28863  -1.90026
C  -4.75441  1.85072  -2.39425
S  -6.04502  0.71890  -1.82917
O  -5.61924  -0.64946  -1.86979
O  -7.22381  0.92544  -2.61180
Cl  -6.46186  1.19996  0.11359
H  0.88597  -0.38604  1.65155
H  0.06373  -1.78004  2.41948
H  1.88154  -1.71541  2.29929
H  2.13902  -0.74437  -0.30408
H  0.39724  -0.49139  -0.44697
H  0.78338  -2.98225  -1.71815
H  2.25862  -2.05943  -2.20167
H  0.29837  -1.94736  -3.80113
H  -0.67910  -1.23371  -2.52486
H  0.82455  -1.71987  -5.81974
H  3.44138  1.38074  -5.05990
H  2.94515  3.86626  -5.33420
H  1.95183  4.65592  -4.00316
H  4.77275  3.44034  -3.86647
H  3.56892  2.51189  -1.77554
H  2.85032  4.11122  -1.48468
H  4.59189  3.90221  -1.32104
H  -0.10751  4.03244  -3.45832
H  -1.09820  0.30112  -1.42175
H  -0.76934  2.06876  -1.26048
H  -2.15687  0.85606  -3.69241
H  -2.12570  2.61232  -3.15747
H  -3.39943  0.20772  -1.71954
H  -3.11308  1.76668  -0.94552
H  -4.72626  1.93526  -3.48768
H  -4.88979  2.82754  -1.90809
C  4.06397  0.99741  2.17792
Cl  3.06902  1.13333  0.71145
Cl  3.37058  -0.16537  3.30938
H  5.05877  0.66285  1.88862
H  4.11982  1.97003  2.65565
C  2.54866  9.52150  -5.22485
Cl  4.18965  9.55539  -5.87461
Cl  1.84098  7.90280  -5.33969
H  2.57868  9.81526  -4.18116
H  1.93220  10.21269  -5.78882
C  -3.71729  -2.55803  0.44408
Cl  -2.42047  -1.46990  -0.08768
Cl  -3.87399  -2.54552  2.20263
H  -4.65392  -2.23459  0.00062
H  -3.48090  -3.56582  0.12055
C  -2.24812  -4.75872  4.62122
Cl  -0.86930  -5.83784  4.39672
Cl  -1.88489  -3.47038  5.78082
H  -2.49484  -4.30391  3.66959
H  -3.08902  -5.33640  4.99110
C  -6.16706  0.31437  4.05081
Cl  -5.07295  -0.24166  5.31835
Cl  -5.96265  2.04363  3.73231
H  -5.95027  -0.23812  3.14186
H  -7.19113  0.13378  4.35948
C  -9.56439  1.30966  -5.14013
Cl  -10.39192  2.84570  -5.41677
Cl  -9.40655  0.38220  -6.63987
H  -8.57454  1.50927  -4.74633
H  -10.13517  0.72616  -4.42641
C  8.10691  -0.67707  0.80211
Cl  8.66416  -0.23240  2.41562
Cl  6.56297  0.10153  0.41462
H  8.84545  -0.36217  0.07468
H  7.97407  -1.75270  0.75869
C  9.05502  3.21383  -1.36121
Cl  7.31244  2.91342  -1.24744
Cl  9.99079  2.02492  -0.45220
H  9.34911  3.16735  -2.40393
H  9.26362  4.19935  -0.95967
C  -0.31495  -2.18822  8.69549
Cl  1.35129  -2.52874  9.17843
Cl  -0.75577  -0.50890  9.02463
H  -0.40714  -2.37433  7.63177
H  -0.98332  -2.84100  9.24633
C  0.07336  -9.70025  4.38605
Cl  -1.26214  -9.24461  5.44853
Cl  1.14256  -8.33122  4.04011
H  0.65276  -10.47818  4.87088
H  -0.33414  -10.06846  3.45098
C  5.01561  -2.89520  8.06904
Cl  5.20251  -4.60405  7.66378
Cl  6.16136  -1.88786  7.17126
H  4.00828  -2.58280  7.81739
H  5.18989  -2.76498  9.13162
C  -11.40445  0.74996  -9.46793
Cl  -12.22927  2.28781  -9.74615
Cl  -11.24525  -0.17890  -10.96480
H  -10.41467  0.95070  -9.07324
H  -11.97738  0.16879  -8.75369
C  8.78224  -0.87815  5.00493
Cl  10.45607  -1.21772  5.45521
Cl  8.34734  0.80230  5.34653
H  8.66125  -1.06137  3.94240
H  8.12695  -1.53157  5.57135
C  -6.71889  -2.65922  8.27116
Cl  -8.13263  -3.59707  7.77669
Cl  -5.27538  -3.13508  7.36921
H  -6.91387  -1.60808  8.08610
H  -6.54080  -2.82433  9.32808

These are the Mulliken partial charges, in e, on atoms 1 to 6:
1 C -0.63
2 O -0.47
3 C 0.36
4 C -0.65
5 C -1.17
6 N 0.02



Record 2
The following is a DFT calculation (ωB97M-V/def2-TZVPD) of one molecule with the formula C7H8N2OS in a non-equilibrium geometry.

ΔE to the lowest compared entry with this formula, charge and spin: 70.2 kcal/mol
Kohn-Sham gap: 0.286 hartree
E_LUMO: -0.106 eV
electronic energy: -854.3658 hartree
largest force on an atom: 3.79 eV/Å

CARTESIAN COORDINATES (ANGSTROEM)
C  -1.41971  -2.09886  0.00874
C  -1.72421  -0.85904  -0.43563
C  -0.07782  -2.41957  0.45094
C  -0.75873  0.17297  -0.35372
C  0.84939  -1.39662  0.47733
C  0.54301  -0.10672  0.01938
C  1.39804  2.27564  0.53709
N  2.82894  0.52957  0.11405
N  1.58823  0.82338  0.20618
O  5.06387  -0.55876  -0.08574
S  3.62942  -0.77737  -0.26889
H  -2.15503  -2.91751  0.26118
H  -2.76860  -0.55843  -0.62604
H  0.14953  -3.24434  1.06138
H  -1.00920  1.11114  -0.78629
H  1.80287  -1.58327  0.95901
H  0.45204  2.38023  1.01494
H  2.30462  2.65932  0.93123
H  1.36502  2.88760  -0.29023

These are the Mulliken partial charges, in e, on atoms 1 to 6:
1 C -0.31
2 C -0.53
3 C -0.80
4 C -0.32
5 C -0.21
6 C 0.62



Record 3
The following is a DFT calculation (ωB97M-V/def2-TZVPD) of a 6-piece molecular cluster, C26H64F6N4O14S2 overall in a non-equilibrium geometry.

ΔE to the lowest compared entry with this formula, charge and spin: 0.0 kcal/mol
Kohn-Sham gap: 0.222 hartree
E_LUMO: -4.678 eV
electronic energy: -3696.2865 hartree
net charge: +2
largest force on an atom: 1.82 eV/Å

CARTESIAN COORDINATES (ANGSTROEM)
C  -2.36490  6.12546  1.33445
O  -1.06343  5.73822  0.96266
C  -0.31401  6.75380  0.33401
C  -0.77496  7.03822  -1.07672
N  -0.96766  5.77817  -1.90392
H  -1.77398  5.27756  -1.49381
H  -1.35420  6.06315  -2.80323
C  0.11612  4.70006  -1.96963
C  -0.06319  3.70359  -0.85404
O  -1.41994  3.27700  -0.81759
C  -1.60421  2.47840  0.34436
H  -2.87991  6.65594  0.52007
H  -2.36364  6.75949  2.22373
H  -2.95847  5.23408  1.53377
H  0.73280  6.44077  0.27789
H  -0.27981  7.64301  0.97230
H  -0.05235  7.64589  -1.62388
H  -1.72073  7.56883  -1.20109
H  1.03644  5.27059  -1.87697
H  -0.05858  4.26312  -2.94992
H  0.22949  4.16604  0.08881
H  0.63547  2.88114  -1.02622
H  -1.60421  1.42350  0.06305
H  -2.59363  2.55743  0.81466
H  -0.84797  2.73579  1.08093
C  2.74222  -5.24489  -6.67208
O  3.09792  -4.64251  -5.43384
C  4.10847  -3.67405  -5.49229
C  4.52176  -3.35968  -4.08044
N  5.25340  -4.48280  -3.39045
H  6.13369  -4.63012  -3.89154
H  5.54138  -4.14401  -2.46645
C  4.63563  -5.83965  -3.24377
C  3.39824  -5.71960  -2.40294
O  3.85536  -5.44312  -1.10514
C  2.80126  -5.31901  -0.16925
H  3.43804  -6.02866  -6.97792
H  2.66473  -4.46670  -7.43538
H  1.76034  -5.67966  -6.50713
H  3.65366  -2.71317  -5.79968
H  4.88162  -3.87987  -6.23895
H  3.61237  -3.16794  -3.51016
H  5.14455  -2.48104  -3.92766
H  5.37068  -6.48800  -2.76916
H  4.44049  -6.27257  -4.21966
H  2.80789  -6.64641  -2.43103
H  2.70171  -4.95533  -2.76982
H  3.17030  -5.30081  0.85100
H  2.03459  -6.10016  -0.23162
H  2.29537  -4.37150  -0.38134
C  0.36713  -4.16609  6.50605
O  0.23839  -2.96677  5.76043
C  -0.98473  -2.82027  5.09007
C  -0.74546  -2.82950  3.58444
N  0.59418  -2.27348  3.27280
H  1.32126  -2.63464  3.89673
H  0.75335  -2.50265  2.28167
C  0.70490  -0.78828  3.34785
C  2.13074  -0.28147  3.19937
O  3.03863  -1.30094  3.43918
C  4.33463  -0.83000  3.71362
H  0.43711  -5.04800  5.85999
H  -0.43207  -4.31609  7.23817
H  1.28371  -4.12017  7.09240
H  -1.42132  -1.86473  5.39289
H  -1.70039  -3.61149  5.32115
H  -1.43807  -2.25223  2.97592
H  -0.69970  -3.84317  3.18538
H  0.22532  -0.49484  4.28321
H  0.08179  -0.35823  2.56425
H  2.23331  0.55120  3.91656
H  2.29759  0.23230  2.25324
H  5.06272  -1.63871  3.72319
H  4.43683  -0.31651  4.67847
H  4.68385  -0.11225  2.96110
C  -6.66703  -0.39929  2.68076
O  -7.18309  0.76087  2.04202
C  -7.61553  0.52921  0.73782
C  -6.48814  0.74202  -0.26022
N  -5.96570  2.15233  -0.02893
H  -6.72338  2.73687  0.32729
H  -5.23053  2.07297  0.67262
C  -5.34957  2.84375  -1.22083
C  -4.47480  1.96148  -2.10276
O  -3.91672  0.92913  -1.34031
C  -3.03990  0.09097  -2.08409
H  -5.99746  -0.94120  1.99960
H  -7.45153  -1.08107  3.01628
H  -6.07143  -0.12422  3.54737
H  -8.39013  1.24446  0.42259
H  -8.09972  -0.44659  0.64161
H  -6.77511  0.62626  -1.30174
H  -5.62465  0.11121  -0.07635
H  -4.76173  3.68018  -0.84705
H  -6.19130  3.20575  -1.80922
H  -3.69128  2.56474  -2.58023
H  -5.05580  1.55406  -2.94433
H  -2.19058  0.66589  -2.46259
H  -3.59229  -0.51079  -2.80538
H  -2.57108  -0.60100  -1.37879
C  1.09731  0.07759  -0.69303
F  0.39445  0.49078  -1.77031
F  2.38974  0.24895  -0.90596
F  0.77438  0.82916  0.38581
S  0.70332  -1.70129  -0.32140
O  0.61113  -2.32747  -1.60752
O  1.83025  -2.07417  0.51924
O  -0.53360  -1.66440  0.46341
C  3.75520  2.73925  0.33705
F  2.60877  3.47011  0.38895
F  3.53327  1.59106  1.00957
F  3.94149  2.42559  -0.95618
S  5.20249  3.63903  1.04982
O  6.27600  2.75421  0.66801
O  5.10677  4.89659  0.34328
O  4.86756  3.69604  2.44899

These are the Mulliken partial charges, in e, on atoms 1 to 6:
1 C -0.69
2 O -0.25
3 C -0.40
4 C -0.84
5 N 0.04
6 H 0.14